# 1
Below is a structure of composition C3H6N2OS, with properties calculated with ωB97M-V/def2-TZVPD.

Computed properties:
LUMO	0.148	eV
molar mass	118.2	g/mol
orbital gap	0.3569	hartree
energy relative to the best compared isomer or geometry (same formula, charge and spin)	112.76	kcal/mol
total charge	0

Element x y z (Å)
C 2.06227 0.42476 -1.50221
C 0.16968 -0.50253 0.41461
C -2.20027 -0.04534 1.15415
H 2.61736 0.89024 -0.59191
H 2.19110 1.28319 -2.34744
H 2.74025 -0.57489 -1.66341
H -0.49096 -1.20866 2.02243
H -3.07080 -0.84742 1.61299
H -1.84811 1.49638 -0.31028
N -0.78063 -0.37876 1.50628
N -2.64826 0.62361 0.16276
O 1.05995 -1.46941 0.49732
S 0.19841 0.30884 -0.95528

Mulliken population analysis, charges in e, atoms 1 to 2: number 1, C, carries -0.772; number 2, C, carries 0.605

=====

# 2
Below is an isolated molecule of C3H6N2OS, with properties calculated with ωB97M-V/def2-TZVPD.

Computed properties:
LUMO (alpha / beta)	-1.932 / -1.941	eV
molar mass	118.2	g/mol
orbital gap (alpha / beta)	0.2098 / 0.2139	hartree
energy relative to the best compared isomer or geometry (same formula, charge and spin)	167.97	kcal/mol
total charge	0

Element x y z (Å)
C -1.26198 -0.73513 0.10086
C -0.78708 -2.19248 0.25356
C 0.51014 2.28574 -0.06178
N -2.51125 -0.65786 -0.14066
N -0.45513 1.44819 0.58307
O -0.33328 0.20957 0.20358
S -3.56117 0.52170 -0.03512
H -0.59094 -2.62344 -0.68656
H -1.44587 -2.83012 0.83650
H 0.09254 -2.05766 0.72659
H 0.14534 3.17486 -0.68908
H 1.09735 2.80479 0.80258
H 1.03183 1.56141 -0.63730

Mulliken population analysis, charges in e, atoms 1 to 2: number 1, C, carries 0.591; number 2, C, carries -1.047

=====

# 3
Below is an isolated molecule of C3H6N2OS, with properties calculated with ωB97M-V/def2-TZVPD.

Computed properties:
LUMO	0.107	eV
molar mass	118.2	g/mol
orbital gap	0.2951	hartree
energy relative to the best compared isomer or geometry (same formula, charge and spin)	113.08	kcal/mol
total charge	0

Element x y z (Å)
C 0.41796 0.80638 0.35505
C -2.19623 0.62289 -0.31154
C 2.19890 -0.87528 0.02285
N -1.43637 -0.01717 0.70034
N 0.83008 -0.40540 0.33690
O 0.55177 1.99286 0.37655
S -0.58051 -1.42107 0.47748
H -3.27033 0.20997 -0.41476
H -2.26322 1.63816 -0.21845
H -1.86409 0.35076 -1.28035
H 2.33649 -1.90711 0.42057
H 2.21493 -0.77145 -0.97295
H 3.06062 -0.22353 0.50831

Mulliken population analysis, charges in e, atoms 1 to 2: number 1, C, carries 0.576; number 2, C, carries -0.857

=====

# 4
Below is an isolated molecule of C3H6N2OS, with properties calculated with ωB97M-V/def2-TZVPD.

Computed properties:
LUMO (alpha / beta)	0.152 / 0.153	eV
molar mass	118.2	g/mol
SMILES	N[S@]1(=O)=CCN=C1
orbital gap (alpha / beta)	0.3096 / 0.3096	hartree
energy relative to the best compared isomer or geometry (same formula, charge and spin)	172.85	kcal/mol
total charge	0

Element x y z (Å)
C 0.46599 0.68562 0.80058
C 0.27395 -1.28219 -0.90936
C 1.65290 -0.27847 0.77233
N 1.39051 -1.15440 -0.31312
N -1.47342 1.12118 -1.16370
O -2.36566 -0.82327 0.74395
S -0.86137 -0.05240 -0.03304
H 0.22078 1.35855 1.55454
H 0.15303 -2.19000 -1.50666
H 2.51334 0.20818 0.47558
H 1.70279 -0.74910 1.75710
H -1.17711 2.04124 -0.93849
H -2.49574 1.11507 -1.23970

Mulliken population analysis, charges in e, atoms 1 to 2: number 1, C, carries -0.670; number 2, C, carries -0.065

=====

> What is the formula in the fourth record?

C3H6N2OS